Record 1
Density functional theory data (ωB97M-V with the def2-TZVPD basis set) for a single C3H9NS2 molecule at a distorted geometry.

Last column: natural (NBO) charge in e.
CARTESIAN COORDINATES (ANGSTROEM)
C  -1.185  -1.830  -1.211  -0.74
S  -1.749  -2.221  0.483  0.07
S  -1.020  -0.705  1.706  0.04
C  0.546  -0.071  0.941  -0.52
C  0.322  1.347  0.475  -0.24
N  1.391  1.772  -0.462  -0.82
H  -1.935  -1.205  -1.663  0.22
H  -0.173  -1.455  -1.302  0.22
H  -1.164  -2.836  -1.632  0.23
H  1.002  -0.795  0.276  0.23
H  1.135  -0.083  1.862  0.22
H  0.139  2.006  1.332  0.18
H  -0.616  1.431  -0.067  0.20
H  2.247  1.969  0.048  0.35
H  1.061  2.676  -0.786  0.35

The spin multiplicity is 1. The frontier orbital gap is 8.65 eV. The total charge is 0. The LUMO energy comes out at 0.0310 Eh. The energy above the lowest of the compared OMol25 structures with the same formula, charge and spin comes out at 0.7503 eV. As for the total energy: -26416.92641 eV.

***

Record 2
Density functional theory data (ωB97M-V with the def2-TZVPD basis set) for a molecular structure, C23H26NiOPSb at a distorted geometry.

Last column: natural (NBO) charge in e.
CARTESIAN COORDINATES (ANGSTROEM)
Ni  -0.059  0.953  -1.643  0.41
O  1.507  0.307  -3.130  -0.57
C  1.631  0.608  -1.961  0.48
C  2.734  0.468  -0.955  -0.20
C  4.083  0.566  -1.214  -0.16
C  4.971  0.575  -0.140  -0.20
C  4.489  0.475  1.158  -0.21
C  3.126  0.335  1.403  -0.15
C  2.245  0.322  0.332  -0.30
P  0.440  -0.058  0.295  0.87
C  0.570  -1.894  0.136  -0.26
C  1.361  -2.674  0.983  -0.23
C  1.488  -4.037  0.782  -0.20
C  0.824  -4.647  -0.279  -0.20
C  0.040  -3.885  -1.128  -0.22
C  -0.085  -2.515  -0.919  -0.22
C  -0.129  0.157  2.009  -0.38
C  -0.755  -0.843  2.747  -0.14
C  -1.225  -0.577  4.027  -0.23
C  -1.078  0.688  4.579  -0.20
C  -0.468  1.696  3.843  -0.21
C  -0.005  1.435  2.563  -0.20
H  4.434  0.661  -2.235  0.23
H  6.034  0.675  -0.317  0.22
H  5.183  0.493  1.989  0.22
H  2.753  0.238  2.417  0.21
H  1.892  -2.205  1.805  0.22
H  2.107  -4.627  1.446  0.21
H  0.930  -5.712  -0.444  0.21
H  -0.471  -4.352  -1.961  0.22
H  -0.689  -1.911  -1.587  0.22
H  -0.876  -1.833  2.327  0.22
H  -1.709  -1.362  4.593  0.22
H  -1.440  0.889  5.579  0.22
H  -0.363  2.689  4.263  0.22
H  0.458  2.228  1.984  0.23
C  0.481  2.888  -1.324  -1.08
H  -0.375  3.396  -0.871  0.18
H  0.686  3.367  -2.285  0.20
H  1.359  3.029  -0.687  0.18
C  -3.480  2.917  -2.280  -0.99
Sb  -2.429  1.068  -2.200  1.10
C  -3.526  0.036  -3.706  -0.98
C  -3.504  0.278  -0.528  -1.00
H  -4.548  2.725  -2.378  0.22
H  -3.138  3.515  -3.124  0.23
H  -3.289  3.467  -1.359  0.24
H  -4.586  0.059  -3.453  0.23
H  -3.188  -0.997  -3.773  0.23
H  -3.374  0.516  -4.673  0.23
H  -4.529  0.652  -0.498  0.22
H  -2.982  0.567  0.383  0.23
H  -3.523  -0.811  -0.592  0.23

The spin multiplicity is 1. The frontier orbital gap is 7.04 eV. The total charge is 0. The LUMO energy comes out at 0.0174 Eh. The energy above the lowest of the compared OMol25 structures with the same formula, charge and spin comes out at 0.0000 eV. As for the total energy: -83187.33178 eV.

***

Record 3
Density functional theory data (ωB97M-V with the def2-TZVPD basis set) for 8 unconnected molecules or ions with the total composition H14NO10 at a distorted geometry.

Last column: natural (NBO) charge in e.
CARTESIAN COORDINATES (ANGSTROEM)
N  -0.058  0.260  -0.001  0.73
O  0.870  -0.365  -0.599  -0.59
O  0.126  0.677  1.177  -0.56
O  -1.147  0.470  -0.578  -0.54
O  2.964  0.340  -2.599  -0.96
H  2.257  0.240  -1.939  0.49
H  3.592  0.944  -2.191  0.45
O  1.296  -3.233  -0.481  -0.96
H  1.208  -2.260  -0.543  0.50
H  1.788  -3.386  0.331  0.45
O  -0.911  -1.431  -2.997  -0.96
H  -0.656  -0.880  -2.233  0.49
H  -1.738  -1.843  -2.725  0.46
O  -3.973  0.431  -1.523  -0.96
H  -3.034  0.468  -1.280  0.50
H  -3.968  0.168  -2.449  0.46
O  1.347  -1.042  3.338  -0.96
H  1.710  -1.342  2.500  0.47
H  0.637  -0.440  3.074  0.49
O  1.807  2.837  2.331  -0.96
H  1.324  2.094  1.930  0.50
H  2.729  2.663  2.122  0.46
O  -2.788  1.932  1.802  -0.96
H  -2.134  1.465  1.257  0.49
H  -3.248  1.234  2.276  0.46

The spin multiplicity is 1. The frontier orbital gap is 10.38 eV. The total charge is -1. The LUMO energy comes out at 0.1155 Eh. The energy above the lowest of the compared OMol25 structures with the same formula, charge and spin comes out at 0.2122 eV. As for the total energy: -22192.23489 eV.

***

Record 4
Density functional theory data (ωB97M-V with the def2-TZVPD basis set) for a gas-phase ion, C4H8N (charge +1) at a distorted geometry.

Last column: natural (NBO) charge in e.
CARTESIAN COORDINATES (ANGSTROEM)
C  -1.278  0.955  1.262  0.12
N  -0.132  0.523  0.933  -0.40
C  0.170  -0.313  -0.246  0.12
C  -0.637  -1.336  -0.464  -0.33
C  1.427  0.083  -0.937  -0.68
H  -1.337  1.519  2.181  0.24
H  -2.070  0.709  0.574  0.24
H  0.700  0.703  1.493  0.44
H  -1.584  -1.529  0.020  0.23
H  -0.449  -1.947  -1.342  0.24
H  1.959  0.889  -0.444  0.24
H  2.035  -0.793  -1.131  0.27
H  1.197  0.538  -1.898  0.26

The spin multiplicity is 1. The frontier orbital gap is 9.58 eV. The total charge is +1. The LUMO energy comes out at -0.1963 Eh. The energy above the lowest of the compared OMol25 structures with the same formula, charge and spin comes out at 0.2399 eV. As for the total energy: -5759.62422 eV.

***

Record 5
Density functional theory data (ωB97M-V with the def2-TZVPD basis set) for a single H6NP3 molecule at a distorted geometry.

Last column: natural (NBO) charge in e.
CARTESIAN COORDINATES (ANGSTROEM)
N  -0.288  -2.052  -1.210  -1.18
P  -0.547  -0.368  -1.184  0.51
P  0.532  0.207  0.710  -0.08
P  0.054  2.430  0.574  0.05
H  0.096  -2.576  -1.985  0.40
H  -0.282  -2.460  -0.291  0.38
H  -1.842  -0.553  -0.574  -0.06
H  -0.570  -0.359  1.504  0.00
H  1.367  2.598  0.393  -0.02
H  0.150  2.715  1.920  -0.01

The spin multiplicity is 1. The frontier orbital gap is 9.36 eV. The total charge is 0. The LUMO energy comes out at 0.0237 Eh. The energy above the lowest of the compared OMol25 structures with the same formula, charge and spin comes out at 0.0000 eV. As for the total energy: -29452.65814 eV.

***

Record 6
Density functional theory data (ωB97M-V with the def2-TZVPD basis set) for a single C7H15NS2 molecule at a distorted geometry.

Last column: natural (NBO) charge in e.
CARTESIAN COORDINATES (ANGSTROEM)
C  -2.875  0.810  -0.569  -0.42
N  -2.193  -0.485  -0.363  -0.44
C  -2.402  -0.712  1.013  -0.45
C  -0.798  -0.554  -0.720  -0.20
C  0.266  0.485  0.024  -0.44
C  1.683  0.058  -0.526  -0.24
C  2.349  -1.285  -0.134  -0.51
S  4.187  -1.145  -0.173  0.06
S  4.349  0.864  0.139  0.11
C  2.627  1.240  0.065  -0.57
H  -3.923  0.640  0.034  0.20
H  -2.347  1.590  0.028  0.17
H  -2.977  1.041  -1.625  0.21
H  -2.270  -1.800  1.304  0.21
H  -3.503  -0.771  1.175  0.20
H  -2.064  0.022  1.823  0.17
H  -0.740  -0.283  -1.742  0.20
H  -0.452  -1.545  -0.399  0.20
H  0.181  0.291  1.131  0.21
H  0.093  1.631  -0.116  0.22
H  1.896  0.000  -1.653  0.22
H  2.140  -2.166  -0.654  0.23
H  2.194  -1.525  0.953  0.21
H  2.334  2.277  -0.232  0.25
H  2.247  1.323  1.217  0.20

The spin multiplicity is 1. The frontier orbital gap is 8.28 eV. The total charge is 0. The LUMO energy comes out at 0.0275 Eh. The energy above the lowest of the compared OMol25 structures with the same formula, charge and spin comes out at 2.7298 eV. As for the total energy: -30660.17372 eV.

***

Question: spin multiplicity of number 5 (H6NP3)?
Answer: 1

***

What did the second record say?
Density functional theory data (ωB97M-V with the def2-TZVPD basis set) for a molecular structure, C23H26NiOPSb at a distorted geometry.

Last column: natural (NBO) charge in e.
CARTESIAN COORDINATES (ANGSTROEM)
Ni  -0.059  0.953  -1.643  0.41
O  1.507  0.307  -3.130  -0.57
C  1.631  0.608  -1.961  0.48
C  2.734  0.468  -0.955  -0.20
C  4.083  0.566  -1.214  -0.16
C  4.971  0.575  -0.140  -0.20
C  4.489  0.475  1.158  -0.21
C  3.126  0.335  1.403  -0.15
C  2.245  0.322  0.332  -0.30
P  0.440  -0.058  0.295  0.87
C  0.570  -1.894  0.136  -0.26
C  1.361  -2.674  0.983  -0.23
C  1.488  -4.037  0.782  -0.20
C  0.824  -4.647  -0.279  -0.20
C  0.040  -3.885  -1.128  -0.22
C  -0.085  -2.515  -0.919  -0.22
C  -0.129  0.157  2.009  -0.38
C  -0.755  -0.843  2.747  -0.14
C  -1.225  -0.577  4.027  -0.23
C  -1.078  0.688  4.579  -0.20
C  -0.468  1.696  3.843  -0.21
C  -0.005  1.435  2.563  -0.20
H  4.434  0.661  -2.235  0.23
H  6.034  0.675  -0.317  0.22
H  5.183  0.493  1.989  0.22
H  2.753  0.238  2.417  0.21
H  1.892  -2.205  1.805  0.22
H  2.107  -4.627  1.446  0.21
H  0.930  -5.712  -0.444  0.21
H  -0.471  -4.352  -1.961  0.22
H  -0.689  -1.911  -1.587  0.22
H  -0.876  -1.833  2.327  0.22
H  -1.709  -1.362  4.593  0.22
H  -1.440  0.889  5.579  0.22
H  -0.363  2.689  4.263  0.22
H  0.458  2.228  1.984  0.23
C  0.481  2.888  -1.324  -1.08
H  -0.375  3.396  -0.871  0.18
H  0.686  3.367  -2.285  0.20
H  1.359  3.029  -0.687  0.18
C  -3.480  2.917  -2.280  -0.99
Sb  -2.429  1.068  -2.200  1.10
C  -3.526  0.036  -3.706  -0.98
C  -3.504  0.278  -0.528  -1.00
H  -4.548  2.725  -2.378  0.22
H  -3.138  3.515  -3.124  0.23
H  -3.289  3.467  -1.359  0.24
H  -4.586  0.059  -3.453  0.23
H  -3.188  -0.997  -3.773  0.23
H  -3.374  0.516  -4.673  0.23
H  -4.529  0.652  -0.498  0.22
H  -2.982  0.567  0.383  0.23
H  -3.523  -0.811  -0.592  0.23

The spin multiplicity is 1. The frontier orbital gap is 7.04 eV. The total charge is 0. The LUMO energy comes out at 0.0174 Eh. The energy above the lowest of the compared OMol25 structures with the same formula, charge and spin comes out at 0.0000 eV. As for the total energy: -83187.33178 eV.